C35H52P3PdSSb as an isolated structure at a distorted geometry, computed with ωB97M-V/def2-TZVPD.

For the energy above the lowest of the compared OMol25 structures with the same formula, charge and spin, the calculation gives 285.2 kJ/mol. For the total energy, the calculation gives -3153.5941 a.u. For the max |F|, the calculation gives 4.39 eV/A. The frontier orbital gap (alpha / beta) comes out at 7.4 / 3.8 eV.

```
! RIJCOSX wB97M-V def2-TZVPD def2/J DEFGRID3
* xyz 4 5
Pd -0.57277 -0.24349 -1.90121
P -2.09091 1.36815 -1.19835
P -2.48689 -2.05721 0.40432
P 1.31135 1.10924 -2.20367
H -1.40651 -3.07302 -1.90377
C -0.40426 -2.64609 -1.99150
C 0.33559 -2.14037 -0.92427
H -0.03715 -2.14513 0.10790
C -3.35800 1.72006 -2.45998
C -3.05111 1.16345 0.34695
C -1.35452 3.00277 -0.85504
C -2.27361 -3.88237 0.52549
C -3.26629 -1.81510 2.06350
C -3.97065 -2.02915 -0.70645
C 2.79590 0.10950 -2.56387
C 1.90851 2.05807 -0.76895
C 1.22617 2.32733 -3.55797
H 0.11527 -2.85129 -2.92491
H 1.39896 -1.91957 -1.06424
H -3.95847 2.59735 -2.18203
H -4.02135 0.85465 -2.57197
H -2.85370 1.91982 -3.41252
H -3.58050 2.09521 0.58299
H -2.37937 0.92869 1.18197
H -3.79803 0.37363 0.24753
H -2.16281 3.71548 -0.65949
H -0.77391 3.35670 -1.71102
H -0.72661 2.95643 0.04045
H -3.24777 -4.37392 0.41432
H -1.84466 -4.11603 1.50664
H -1.58933 -4.22545 -0.25536
H -4.19251 -2.40008 2.15418
H -3.48747 -0.75621 2.23432
H -2.55182 -2.12899 2.83564
H -4.62729 -2.86563 -0.43235
H -3.63748 -2.14711 -1.74584
H -4.53595 -1.09346 -0.63454
H 3.43975 0.67731 -3.25057
H 2.52507 -0.84601 -3.02922
H 3.34078 -0.07803 -1.62728
H 2.85515 2.54453 -1.04196
H 2.09099 1.39625 0.09452
H 1.19370 2.84019 -0.49383
H 2.11805 2.22611 -4.18956
H 1.21630 3.34152 -3.14006
H 0.33689 2.18969 -4.18736
C 0.30569 -1.48971 -5.88765
C -0.16649 -0.92717 -7.10342
C 0.29722 -1.40368 -8.32181
C 1.18983 -2.48597 -8.33788
C 1.55955 -3.12342 -7.14581
C 1.11941 -2.64587 -5.90542
S 0.06599 -0.44400 -4.54179
H -0.88993 -0.99794 -3.48049
H -0.83391 -0.06316 -7.05781
H -0.04997 -0.92835 -9.24382
H 1.57896 -2.85039 -9.29203
H 2.21362 -3.99656 -7.19864
H 1.43256 -3.10747 -4.96744
C 1.24144 5.18938 4.54436
C 1.67547 4.92073 3.23947
C 1.43708 3.66345 2.66645
C 0.75786 2.68283 3.39790
C 0.34290 2.93781 4.70929
C 0.57927 4.19775 5.27901
Sb 0.32399 0.76986 2.44010
C 2.40341 0.08480 2.50538
C 2.85993 -0.79694 1.51914
C 4.17581 -1.28572 1.57268
C 5.02919 -0.87711 2.60802
C 4.57047 0.02564 3.57561
C 3.25498 0.51123 3.52206
C -0.49443 -0.36533 4.09189
C 0.07202 -1.59457 4.44531
C -0.51517 -2.35107 5.46881
C -1.65554 -1.87939 6.13382
C -2.22153 -0.65204 5.77094
C -1.64268 0.10628 4.74357
H 1.41933 6.16991 4.98771
H 2.20379 5.68450 2.66641
H 1.80338 3.46247 1.65697
H -0.16549 2.16875 5.29501
H 0.23927 4.39822 6.29774
H 2.20211 -1.12642 0.71103
H 4.52504 -1.98604 0.80611
H 6.05345 -1.26454 2.65080
H 5.23386 0.35816 4.37291
H 2.91151 1.22100 4.27503
H 0.97071 -1.96369 3.94064
H -0.07321 -3.30729 5.75058
H -2.10358 -2.46777 6.93523
H -3.10956 -0.27447 6.28357
H -2.09442 1.06492 4.46884
*
```